(1)
56
Properties=species:S:1:pos:R:3 method="wB97M-V/def2-TZVPD" energy_ha=-1887.0859 relative_energy_kj_mol=218.1 spin_multiplicity=1 lumo_ev=0.553 gap_ev=8.7 max_force_ev_per_a=1.16
C -7.418 -2.062 2.785
O -7.028 -0.767 2.396
C -6.212 -0.631 1.317
C -5.880 0.699 0.992
C -5.072 1.005 -0.073
C -4.576 -0.045 -0.845
C -3.738 -0.145 -2.006
C -3.123 0.998 -2.740
C -2.089 1.708 -1.868
O -2.144 2.886 -1.605
N -1.113 0.855 -1.445
C 0.009 1.132 -0.662
C 0.245 2.373 -0.078
C 1.381 2.596 0.679
C 2.319 1.584 0.874
O 3.469 1.695 1.575
C 3.745 2.915 2.228
C 2.069 0.343 0.290
S 3.255 -0.978 0.516
O 2.817 -2.079 -0.302
O 3.458 -1.222 1.912
N 4.630 -0.274 -0.136
C 5.816 -0.283 0.695
C 6.560 -1.612 0.547
O 6.863 -1.876 -0.807
C 5.690 -1.936 -1.591
C 4.907 -0.622 -1.514
C 0.941 0.114 -0.463
C -3.623 -1.474 -2.256
O -4.320 -2.231 -1.369
C -4.904 -1.368 -0.508
C -5.721 -1.689 0.567
H -7.977 -2.568 1.991
H -8.065 -1.926 3.651
H -6.556 -2.672 3.070
H -6.291 1.475 1.618
H -4.822 2.027 -0.309
H -2.639 0.644 -3.652
H -3.887 1.730 -3.006
H -1.198 -0.110 -1.735
H -0.467 3.168 -0.224
H 1.526 3.571 1.115
H 2.971 3.163 2.960
H 4.691 2.762 2.744
H 3.850 3.737 1.513
H 5.489 -0.136 1.722
H 6.455 0.548 0.380
H 7.516 -1.591 1.072
H 5.929 -2.415 0.956
H 6.018 -2.138 -2.612
H 5.040 -2.751 -1.240
H 3.954 -0.720 -2.032
H 5.488 0.193 -1.957
H 0.809 -0.871 -0.885
H -3.102 -2.007 -3.028
H -5.946 -2.720 0.784

=====

(2)
11
Properties=species:S:1:pos:R:3 method="wB97M-V/def2-TZVPD" energy_ha=-947.5231 relative_energy_kj_mol=144.1 spin_multiplicity=1 lumo_ev=0.488 gap_ev=9.9 max_force_ev_per_a=3.98
H -0.790 1.442 -2.081
N 0.175 0.978 -2.085
C 1.253 1.473 -1.774
N 2.548 0.757 -2.134
H 1.340 2.501 -1.190
H 3.068 1.176 -2.856
H 2.272 -0.181 -2.408
S -2.845 -2.911 4.134
S -1.693 -1.928 2.892
H -2.947 -2.269 5.266
H -2.382 -1.037 2.236

=====

(3)
11
Properties=species:S:1:pos:R:3 method="wB97M-V/def2-TZVPD" energy_ha=-881.3025 relative_energy_kj_mol=316.5 spin_multiplicity=1 lumo_ev=0.550 gap_ev=10.6 max_force_ev_per_a=5.01
F 1.907 1.044 0.796
C 0.674 1.491 0.507
Cl 0.041 2.049 2.043
C -0.133 0.410 -0.137
N -0.441 0.248 -1.407
O -1.156 -0.961 -1.370
C -0.585 -1.664 -0.439
O -0.314 -0.720 0.599
H 0.736 2.434 -0.015
H 0.529 -2.008 -0.549
H -1.259 -2.324 -0.028

=====

(4)
69
Properties=species:S:1:pos:R:3 method="wB97M-V/def2-TZVPD" total_charge=+2 energy_ha=-4215.9450 s2=0.76 spin_multiplicity=2 lumo_ev="-6.037 / -9.138" gap_ev="8.4 / 5.1" max_force_ev_per_a=4.07
Al -2.095 0.151 -2.400
K 2.722 -1.974 -1.190
K 2.030 3.097 -0.004
K 3.245 0.235 -3.911
P 0.948 0.581 -1.700
O 0.016 1.560 -0.982
O 2.453 0.734 -1.341
O 0.680 0.851 -3.202
O 0.322 -0.871 -1.350
C -0.150 -4.818 -1.717
C -0.846 -4.493 -0.463
O -2.193 -4.702 -0.454
C -3.017 -3.848 -1.116
O -2.740 -2.822 -1.754
O -4.185 -4.350 -0.978
C -5.294 -3.824 -1.755
H -0.522 -4.365 -2.636
H -0.194 -5.896 -1.873
H 0.904 -4.553 -1.629
H -0.783 -3.425 -0.257
H -0.485 -5.141 0.336
H -5.030 -4.066 -2.785
H -5.625 -2.787 -1.703
H -6.163 -4.462 -1.595
C 4.473 0.917 1.305
C 5.240 1.043 -0.026
O 6.527 1.528 0.254
C 7.580 1.064 -0.409
O 7.574 0.022 -1.014
O 8.595 1.837 -0.179
C 9.774 1.618 -0.902
H 3.405 0.829 1.104
H 4.513 1.784 1.964
H 4.927 0.155 1.939
H 4.749 1.738 -0.707
H 5.265 0.064 -0.504
H 10.565 2.228 -0.468
H 9.730 1.875 -1.960
H 9.986 0.551 -0.830
C -1.209 5.633 1.236
C -1.329 4.290 0.524
O -2.730 4.108 0.614
C -3.425 3.040 0.360
O -3.191 2.089 -0.350
O -4.694 3.266 0.987
C -5.817 2.449 0.674
H -0.196 6.032 1.298
H -1.690 5.647 2.214
H -1.761 6.289 0.564
H -0.909 3.472 1.110
H -1.029 4.279 -0.524
H -6.653 2.957 1.154
H -5.792 1.414 1.015
H -6.016 2.439 -0.398
C 0.068 0.089 2.435
C -0.206 -1.360 1.968
O -1.535 -1.785 2.250
C -2.530 -1.384 1.493
O -2.465 -0.793 0.401
O -3.763 -1.751 2.068
C -4.961 -1.547 1.375
H 0.028 0.699 1.532
H 0.950 0.164 3.070
H -0.712 0.478 3.090
H 0.511 -2.065 2.388
H -0.022 -1.578 0.916
H -5.177 -0.620 0.844
H -5.812 -1.755 2.023
H -4.836 -2.263 0.562

=====

(5)
31
Properties=species:S:1:pos:R:3 method="wB97M-V/def2-TZVPD" total_charge=+1 energy_ha=-919.7009 relative_energy_kj_mol=13.8 spin_multiplicity=1 lumo_ev=-4.236 gap_ev=8.7 max_force_ev_per_a=3.90
C -3.353 -1.296 -1.591
C -4.249 -1.742 -0.632
C -2.730 -0.110 -1.402
C -4.464 -0.987 0.476
C -2.914 0.657 -0.214
C 3.274 0.924 -1.407
C 3.235 0.518 0.031
C 1.949 -0.257 0.351
C 0.591 0.436 0.659
C -0.355 -0.448 1.483
N -3.909 0.226 0.568
O -1.535 0.290 1.760
S -2.404 2.340 -0.078
H -3.134 -2.112 -2.273
H -4.665 -2.706 -0.767
H -1.827 0.043 -2.012
H -5.262 -1.143 1.161
H 3.401 0.077 -2.093
H 2.514 1.546 -1.704
H 4.112 1.515 -1.909
H 3.357 1.333 0.756
H 4.012 -0.287 0.274
H 1.852 -1.075 -0.377
H 2.239 -0.707 1.342
H 0.074 0.689 -0.270
H 0.579 1.318 1.287
H 0.201 -0.793 2.405
H -0.621 -1.238 0.881
H -4.067 0.833 1.366
H -1.516 0.589 2.659
H -1.230 2.345 -0.874

=====

(6)
45
Properties=species:S:1:pos:R:3 method="wB97M-V/def2-TZVPD" total_charge=-1 energy_ha=-1052.5372 relative_energy_kj_mol=18.9 spin_multiplicity=1 lumo_ev=2.472 gap_ev=8.1 max_force_ev_per_a=2.17
C 1.588 -1.264 -0.867
O 2.178 -0.469 -1.852
C 0.531 -0.378 -0.023
C -0.853 -0.965 0.140
C -1.228 -1.631 1.479
C -2.439 -2.172 1.620
C 0.178 -0.856 3.293
N -0.216 -1.608 2.370
H 1.161 -2.150 -1.342
H 2.277 -1.631 -0.102
H 0.587 0.591 -0.555
H 1.026 0.008 0.866
H -1.035 -1.723 -0.636
H -1.648 -0.217 0.075
H -3.174 -2.274 0.831
H -2.845 -2.624 2.521
H 1.048 -1.204 3.831
H -0.384 0.030 3.621
H 0.512 0.525 -3.726
H -2.704 -3.271 -2.437
O 1.090 1.204 -3.388
H -2.199 2.069 -1.698
H -3.105 0.686 -1.495
O -3.023 1.625 -1.267
H -0.729 3.054 -1.177
H -1.639 3.691 -0.079
O -0.723 3.736 -0.402
H 1.159 2.877 0.279
H 1.998 4.109 -0.144
O 2.045 3.280 0.345
H -1.803 -2.108 -2.645
H 1.571 0.195 -2.354
O -2.181 -2.639 -1.936
H 0.459 1.858 -2.985
H -1.645 3.150 -3.119
O -1.084 2.535 -2.603
H 2.572 0.445 1.557
H 3.629 -0.227 0.800
O 3.220 -0.242 1.666
H -0.039 -4.249 1.871
H -0.157 -3.789 0.478
O -0.171 -4.604 0.996
H 0.178 2.075 2.237
H 1.556 2.643 2.029
O 1.053 2.082 2.654

=====

(7)
25
Properties=species:S:1:pos:R:3 method="wB97M-V/def2-TZVPD" energy_ha=-820.1372 relative_energy_kj_mol=93.3 spin_multiplicity=1 lumo_ev=0.653 gap_ev=9.5 max_force_ev_per_a=1.54
N 1.868 0.686 1.343
C 1.477 0.591 -0.071
C 1.703 -0.839 -0.632
N 0.469 -1.600 -0.439
C -0.708 -1.291 -1.288
C -1.906 -1.292 -0.361
S -3.041 0.182 -0.250
H 2.209 -0.184 1.726
H 2.544 1.405 1.543
H 0.422 0.854 -0.172
H 2.113 1.313 -0.598
H 2.049 -0.882 -1.674
H 2.469 -1.237 0.033
H 0.708 -2.559 -0.652
H -0.669 -0.307 -1.776
H -0.748 -2.030 -2.099
H -1.580 -1.487 0.658
H -2.558 -2.130 -0.586
H -2.034 1.068 -0.144
O -0.952 2.873 -0.788
H -0.288 3.529 -1.042
H -1.025 2.845 0.172
O -1.006 0.311 2.678
H -0.094 0.431 2.402
H -1.422 -0.248 2.017

=====

(8)
8
Properties=species:S:1:pos:R:3 method="wB97M-V/def2-TZVPD" energy_ha=-489.4323 s2=2.00 relative_energy_kj_mol=438.2 spin_multiplicity=3 lumo_ev="0.550 / -3.096" gap_ev="5.5 / 8.1" max_force_ev_per_a=12.46
C 1.405 0.957 -1.288
C 1.204 -0.201 -1.085
C -1.266 -0.436 1.324
O -0.980 -1.541 1.125
F 1.012 -1.473 -1.012
F -0.596 0.497 2.024
F -2.132 0.279 0.589
H 1.353 1.918 -1.677

=====

(9)
91
Properties=species:S:1:pos:R:3 method="wB97M-V/def2-TZVPD" energy_ha=-5098.4554 relative_energy_kj_mol=98.7 spin_multiplicity=1 lumo_ev=-1.111 gap_ev=7.5 max_force_ev_per_a=3.41
Cd 10.317 14.288 13.289
O 13.033 16.090 16.051
C 12.508 15.598 15.038
O 11.359 15.039 15.062
C 13.159 15.682 13.711
C 14.560 16.117 13.570
C 15.123 16.186 12.374
C 14.453 15.675 11.233
C 15.001 15.610 9.956
C 14.243 15.223 8.866
C 12.909 14.878 9.057
C 12.361 14.914 10.317
C 13.093 15.283 11.439
N 12.466 15.290 12.649
H 15.150 16.268 14.496
H 16.055 16.763 12.273
H 16.043 15.856 9.790
H 14.586 15.417 7.858
H 12.236 14.594 8.209
H 11.356 14.726 10.510
O 12.291 8.350 8.464
N 11.324 8.978 8.161
O 10.580 8.733 7.212
C 11.001 10.182 8.955
C 11.664 10.374 10.113
C 11.323 11.382 10.988
C 10.326 12.394 10.662
O 9.796 13.289 11.359
C 9.785 12.218 9.321
C 10.054 11.144 8.518
N 8.731 13.167 8.889
O 7.599 12.740 8.868
O 9.066 14.335 8.663
N 11.910 11.450 12.291
O 11.889 12.540 12.922
O 12.494 10.442 12.687
H 12.360 9.627 10.528
H 9.417 10.908 7.617
N 9.054 12.152 13.732
C 8.624 11.293 13.094
C 8.346 10.270 12.192
C 9.026 9.035 12.342
C 8.818 8.112 11.308
C 8.027 8.476 10.249
C 7.311 9.675 10.111
C 7.516 10.596 11.152
H 9.750 8.960 13.118
H 9.398 7.241 11.193
H 7.963 7.745 9.395
H 6.750 9.918 9.248
H 7.061 11.559 11.078
C 9.810 21.395 16.171
C 9.192 20.409 15.164
C 9.021 18.957 15.748
C 10.146 18.049 15.502
N 10.737 18.002 14.121
C 10.162 17.456 13.010
Se 8.635 16.368 12.911
N 10.897 17.795 11.932
C 10.613 17.714 10.455
C 10.131 19.066 9.936
C 8.704 19.526 10.303
C 7.813 18.644 9.407
C 11.949 18.616 12.435
C 12.993 19.208 11.709
C 13.954 19.885 12.400
C 13.897 19.903 13.819
C 12.909 19.317 14.569
C 11.831 18.710 13.815
H 10.045 22.345 15.772
H 10.758 20.976 16.582
H 9.038 21.534 17.014
H 9.816 20.256 14.284
H 8.226 20.741 14.787
H 8.060 18.618 15.306
H 8.869 19.063 16.841
H 9.954 17.029 15.814
H 11.059 18.299 16.055
H 9.838 16.940 10.425
H 11.526 17.261 10.046
H 10.189 18.991 8.865
H 10.898 19.836 10.281
H 8.633 20.581 10.105
H 8.421 19.361 11.403
H 8.128 18.589 8.386
H 6.666 18.908 9.453
H 7.961 17.627 9.781
H 13.162 19.112 10.641
H 14.768 20.301 11.827
H 14.632 20.506 14.348
H 12.969 19.349 15.693

=====

(10)
98
Properties=species:S:1:pos:R:3 method="wB97M-V/def2-TZVPD" total_charge=-2 energy_ha=-4472.3227 relative_energy_kj_mol=0.0 spin_multiplicity=1 lumo_ev=3.912 gap_ev=4.6 max_force_ev_per_a=0.57
Ti 0.103 0.780 -0.014
O -1.068 1.972 1.096
N -2.385 1.839 0.899
C -3.136 1.631 1.997
C -4.480 1.412 1.905
C -5.059 1.403 0.633
C -4.277 1.611 -0.474
C -2.887 1.804 -0.367
S -1.817 1.913 -1.686
H -2.573 1.603 2.918
H -5.043 1.175 2.796
H -6.114 1.186 0.518
H -4.686 1.555 -1.473
O 1.391 -4.521 2.629
S 0.608 -3.419 1.958
C -0.856 -4.260 1.242
C -0.681 -4.364 -0.271
C 0.822 -4.358 -0.535
C 1.342 -3.209 0.314
H -1.760 -3.729 1.532
H -0.821 -5.233 1.737
H -1.131 -3.493 -0.752
H -1.174 -5.258 -0.662
H 1.042 -4.191 -1.590
H 1.278 -5.300 -0.215
H 0.989 -2.249 -0.063
H 2.420 -3.173 0.463
O 1.270 2.066 -1.411
C 1.349 1.140 -2.244
C 1.873 1.240 -3.655
C 1.474 -0.119 -4.223
C 0.954 -0.907 -3.009
O 0.649 -2.075 -3.042
N 0.911 -0.072 -1.912
H 2.955 1.386 -3.610
H 1.435 2.100 -4.160
H 2.283 -0.669 -4.701
H 0.651 -0.044 -4.935
C -1.223 -0.707 0.293
C -2.313 -1.271 0.403
C -3.614 -1.774 0.548
C -4.369 -2.026 -0.668
C -5.476 -2.897 -0.730
C -6.161 -3.125 -1.913
C -5.774 -2.509 -3.096
C -4.665 -1.666 -3.065
C -3.980 -1.430 -1.889
C -4.162 -1.832 1.881
C -5.546 -1.779 2.173
C -6.019 -1.721 3.473
C -5.153 -1.724 4.562
C -3.784 -1.787 4.300
C -3.302 -1.840 3.008
H -5.776 -3.433 0.162
H -7.003 -3.812 -1.912
H -6.310 -2.690 -4.020
H -4.327 -1.184 -3.976
H -3.114 -0.777 -1.891
H -6.260 -1.727 1.361
H -7.091 -1.661 3.637
H -5.529 -1.685 5.577
H -3.077 -1.796 5.123
H -2.232 -1.867 2.835
S 1.707 0.433 1.374
Sb 4.378 1.508 -0.125
C 3.942 3.282 1.010
C 2.732 3.945 0.830
C 2.440 5.089 1.562
C 3.353 5.581 2.483
C 4.563 4.925 2.671
C 4.852 3.782 1.939
C 5.553 0.628 1.468
C 6.897 0.299 1.317
C 7.613 -0.285 2.355
C 6.992 -0.548 3.566
C 5.652 -0.223 3.730
C 4.938 0.358 2.691
C 6.150 2.409 -1.089
C 6.866 1.608 -1.982
C 7.944 2.101 -2.706
C 8.318 3.430 -2.570
C 7.605 4.251 -1.708
C 6.537 3.744 -0.977
H 2.003 3.554 0.131
H 1.486 5.584 1.422
H 3.119 6.468 3.061
H 5.277 5.299 3.396
H 5.794 3.269 2.100
H 7.408 0.511 0.385
H 8.659 -0.534 2.214
H 7.545 -1.009 4.376
H 5.152 -0.433 4.668
H 3.889 0.589 2.829
H 6.574 0.570 -2.123
H 8.486 1.450 -3.383
H 9.153 3.824 -3.136
H 7.883 5.294 -1.603
H 5.998 4.405 -0.307

=====

(11)
21
Properties=species:S:1:pos:R:3 method="wB97M-V/def2-TZVPD" total_charge=-1 energy_ha=-456.8492 s2=0.76 relative_energy_kj_mol=234.7 spin_multiplicity=2 lumo_ev="4.040 / 1.400" gap_ev="8.7 / 5.9" max_force_ev_per_a=2.15
N 1.111 0.260 -1.726
C -0.118 -0.501 -1.745
N -0.982 -0.094 -0.663
H 1.679 -0.020 -0.913
H 0.948 1.271 -1.585
H -0.620 -0.353 -2.706
H 0.104 -1.559 -1.609
H -0.833 -0.699 0.157
H -0.873 0.911 -0.430
H -0.522 -3.255 -0.093
H -1.092 -1.401 2.394
O -0.649 -2.318 0.143
H -1.579 -1.062 1.943
H 0.137 3.451 -0.436
O 0.140 2.508 -0.349
H 0.031 1.950 0.876
H -0.039 1.895 2.569
O -0.117 1.330 1.774
H 0.782 -1.456 0.457
H 1.026 -0.115 1.272
O 1.468 -0.746 0.669